Record 1
Here is a 3-piece molecular cluster, C32H67FN5O6P2 overall from OMol25. Energies are from ωB97M-V/def2-TZVPD.

Computed properties:
Total energy ... -75289.3872 eV
E_HOMO ... -0.3906 hartree
Gap between HOMO and LUMO ... 6.768 eV
F_max ... 0.1267 Eh/bohr

```
! wB97M-V def2-TZVPD RIJCOSX def2/J DEFGRID3
* xyz 1 1
C 1.849 -4.865 3.503
C 3.423 -4.656 3.163
C 3.625 -3.820 1.798
C 3.376 -4.674 0.461
C 4.220 -4.119 -0.822
C 4.433 -2.534 -0.804
C 5.248 -1.954 -2.074
C 4.398 -0.760 -2.737
C 4.706 0.695 -2.136
C 4.763 0.768 -0.537
C 3.303 0.800 0.161
C 2.743 2.282 0.420
C 1.153 2.431 0.276
C 0.295 1.474 1.239
C -0.575 2.282 2.355
C -2.138 1.859 2.348
C -2.502 0.664 3.356
C -3.577 -0.390 2.796
N -3.486 -0.658 1.332
C -4.512 -0.395 0.333
C -5.995 0.192 0.515
C -6.999 -1.021 0.092
C -7.215 -2.075 1.296
F -8.274 -0.430 -0.202
C -3.939 -0.786 -1.044
P -4.659 -0.676 -2.776
O -3.914 0.391 -3.614
O -4.475 -2.155 -3.591
O -6.306 -0.168 -2.782
N -2.594 -1.294 -0.688
P -1.360 -1.909 -1.855
N -1.225 -0.927 -3.117
C -2.306 -1.235 0.729
C -1.004 -1.688 1.520
C -1.351 -2.996 2.432
O -1.136 -4.201 1.624
H 1.270 -4.146 2.821
H 1.576 -5.943 3.253
H 1.657 -4.603 4.597
H 3.826 -3.971 4.004
H 4.009 -5.635 3.167
H 4.714 -3.451 1.813
H 2.965 -2.876 1.748
H 3.658 -5.762 0.655
H 2.263 -4.605 0.171
H 3.579 -4.410 -1.741
H 5.192 -4.719 -0.922
H 4.996 -2.157 0.132
H 3.377 -2.062 -0.847
H 6.333 -1.683 -1.853
H 5.267 -2.804 -2.858
H 3.274 -1.030 -2.756
H 4.706 -0.724 -3.853
H 5.719 1.047 -2.544
H 3.903 1.420 -2.543
H 5.432 -0.062 -0.091
H 5.281 1.756 -0.258
H 3.456 0.322 1.206
H 2.542 0.107 -0.368
H 3.252 2.966 -0.359
H 3.073 2.694 1.442
H 0.884 3.543 0.379
H 0.887 2.149 -0.811
H 0.972 0.688 1.741
H -0.423 0.877 0.564
H -0.552 3.382 2.002
H -0.135 2.204 3.407
H -2.743 2.788 2.674
H -2.413 1.674 1.257
H -2.992 1.159 4.279
H -1.576 0.119 3.785
H -4.615 0.087 2.970
H -3.581 -1.343 3.443
H -6.188 1.149 -0.071
H -6.213 0.385 1.626
H -6.573 -1.639 -0.786
H -6.391 -2.882 1.208
H -7.181 -1.528 2.295
H -8.207 -2.608 1.089
H -4.602 -2.867 -2.919
H -6.427 0.112 -3.730
H -0.044 -1.960 -1.250
H -1.797 -3.199 -2.289
H -0.266 -0.559 -3.196
H -0.164 -2.020 0.825
H -0.588 -0.907 2.235
H -2.461 -2.991 2.758
H -0.743 -3.004 3.406
H -2.003 -4.669 1.689
C -7.755 3.627 -4.618
C -6.761 4.758 -4.666
O -7.105 5.931 -4.615
N -5.442 4.433 -4.771
C -4.860 3.109 -4.842
H -8.765 4.028 -4.534
H -7.692 3.034 -5.534
H -7.560 2.995 -3.747
H -4.828 5.235 -4.799
H -4.173 2.990 -4.003
H -4.303 3.027 -5.778
H -5.612 2.325 -4.803
C 5.971 4.490 2.503
C 6.469 4.088 1.140
O 5.718 3.664 0.267
N 7.802 4.210 0.897
C 8.827 4.688 1.801
H 4.892 4.342 2.559
H 6.445 3.874 3.271
H 6.185 5.546 2.683
H 8.072 3.924 -0.035
H 9.308 5.558 1.349
H 9.567 3.895 1.934
H 8.422 4.966 2.772
*
```

---

Record 2
Here is a 14-piece molecular cluster, C32H67N5O9S3 overall from OMol25. Energies are from ωB97M-V/def2-TZVPD.

Computed properties:
Total energy ... -92649.3394 eV
E_HOMO ... -0.2926 hartree
Gap between HOMO and LUMO ... 8.255 eV
Energy relative to the best compared isomer or geometry (same formula, charge and spin) ... 0.000 eV
F_max ... 0.0188 Eh/bohr

```
! wB97M-V def2-TZVPD RIJCOSX def2/J DEFGRID3
* xyz 0 1
C -23.086 22.064 6.751
O -23.668 20.783 7.070
H -23.310 22.788 7.534
H -22.005 21.996 6.607
H -23.504 22.407 5.809
H -23.215 20.481 7.863
C -23.132 19.166 3.895
O -24.189 19.892 4.482
H -22.623 18.529 4.627
H -23.552 18.502 3.138
H -22.393 19.829 3.435
H -23.902 20.206 5.354
C -21.453 22.884 3.265
O -21.906 23.881 4.165
H -22.271 22.261 2.894
H -20.926 23.325 2.410
H -20.734 22.249 3.788
H -22.788 24.155 3.867
C -27.973 18.906 5.458
O -27.910 17.501 5.636
H -28.262 19.399 6.393
H -27.007 19.362 5.216
H -28.679 19.118 4.656
H -26.998 17.215 5.556
C -27.837 21.242 8.529
O -29.215 20.931 8.318
H -27.399 21.457 7.558
H -27.732 22.123 9.173
H -27.307 20.417 9.011
H -29.535 20.418 9.064
C -24.551 26.217 6.179
O -24.950 27.290 7.039
H -25.107 26.308 5.250
H -23.491 26.289 5.920
H -24.734 25.248 6.647
H -24.321 27.380 7.758
N -26.622 23.726 4.521
C -27.655 24.607 4.557
C -28.797 23.944 4.927
C -28.417 22.599 5.175
C -27.074 22.503 4.920
H -25.671 23.930 4.233
H -27.529 25.649 4.298
H -29.747 24.452 4.956
H -29.073 21.783 5.438
H -26.435 21.638 4.923
N -25.401 20.943 1.896
C -24.513 20.952 0.863
C -25.010 21.761 -0.124
C -26.285 22.217 0.307
C -26.482 21.723 1.576
H -25.240 20.462 2.770
H -23.613 20.363 0.917
H -24.551 21.980 -1.073
H -26.991 22.831 -0.231
H -27.333 21.795 2.230
N -33.615 22.570 7.840
C -34.216 23.140 6.746
C -33.332 23.075 5.701
C -32.159 22.418 6.181
C -32.364 22.118 7.497
H -34.112 22.336 8.679
H -35.166 23.642 6.805
H -33.469 23.456 4.703
H -31.307 22.123 5.593
H -31.742 21.647 8.237
N -27.162 28.444 5.194
C -28.047 29.258 5.820
C -28.864 29.794 4.862
C -28.432 29.296 3.608
C -27.349 28.498 3.846
H -26.449 27.913 5.667
H -28.068 29.337 6.892
H -29.671 30.486 5.035
H -28.853 29.545 2.648
H -26.678 28.022 3.154
N -32.500 19.886 1.544
C -31.429 20.637 1.125
C -30.607 20.814 2.213
C -31.185 20.118 3.318
C -32.348 19.559 2.865
H -33.323 19.673 1.014
H -31.348 21.035 0.128
H -29.748 21.467 2.211
H -30.843 20.136 4.338
H -33.080 18.954 3.372
C -30.017 24.569 8.018
S -29.188 25.733 9.072
O -28.492 24.939 10.109
C -27.975 26.231 7.853
H -29.368 23.734 7.753
H -30.436 25.058 7.140
H -30.866 24.135 8.547
H -27.310 25.388 7.659
H -27.407 27.073 8.242
H -28.488 26.495 6.929
C -23.315 26.281 1.207
S -24.267 24.838 1.696
O -24.325 24.913 3.203
C -25.845 25.421 1.188
H -23.100 26.186 0.144
H -22.402 26.179 1.795
H -23.818 27.206 1.473
H -26.596 24.827 1.703
H -25.993 25.340 0.110
H -25.918 26.480 1.437
C -31.240 24.562 1.643
S -29.464 24.566 1.447
O -29.272 24.155 0.032
C -29.296 26.356 1.618
H -31.638 25.222 0.871
H -31.539 24.945 2.620
H -31.567 23.536 1.499
H -28.277 26.612 1.329
H -29.483 26.646 2.648
H -29.949 26.833 0.885
*
```

---

Record 3
Here is a 3-piece molecular cluster, C32H68FN3O10PS3 overall from OMol25. Energies are from ωB97M-V/def2-TZVPD.

Computed properties:
Total energy ... -103734.6440 eV
E_HOMO ... -0.4475 hartree
Gap between HOMO and LUMO ... 9.122 eV
F_max ... 0.0550 Eh/bohr

```
! wB97M-V def2-TZVPD RIJCOSX def2/J DEFGRID3
* xyz 1 1
C 6.154 -4.838 2.155
C 4.733 -4.416 1.838
C 4.618 -3.586 0.570
C 3.259 -2.886 0.439
C 3.400 -1.336 0.418
C 3.367 -0.824 -1.013
C 3.810 0.646 -1.253
C 4.192 1.470 -0.028
C 2.996 1.991 0.797
C 3.088 1.612 2.267
C 1.872 2.006 3.110
C 0.572 1.305 2.674
C -0.380 2.313 2.013
C -1.787 1.786 1.772
C -1.856 0.771 0.638
C -2.019 1.242 -0.817
N -2.350 -0.053 -1.478
C -1.492 -0.308 -2.642
C -1.500 0.817 -3.639
F -0.215 -0.552 -2.184
C -2.516 -0.982 -0.510
N -2.586 -2.290 -0.640
O -2.570 -2.867 -1.901
C -3.826 -2.736 -2.590
C -4.929 -3.616 -2.044
O -5.842 -3.837 -3.086
C -7.179 -3.953 -2.634
C -7.833 -2.588 -2.440
P -2.648 -3.420 0.732
S -4.360 -3.802 1.501
N -2.678 -0.440 0.768
C -4.160 -0.315 1.048
C -4.774 1.034 0.830
O -4.999 1.233 -0.585
C -5.693 2.407 -0.790
O -5.163 3.508 -0.729
H 6.210 -5.320 3.125
H 6.542 -5.548 1.428
H 6.815 -3.977 2.176
H 4.117 -5.312 1.742
H 4.335 -3.871 2.692
H 5.438 -2.871 0.550
H 4.791 -4.251 -0.275
H 2.589 -3.190 1.239
H 2.815 -3.183 -0.510
H 4.332 -1.103 0.917
H 2.551 -0.944 0.974
H 2.379 -0.996 -1.419
H 4.032 -1.467 -1.589
H 4.637 0.638 -1.956
H 2.994 1.167 -1.752
H 4.715 2.345 -0.406
H 4.893 0.959 0.623
H 2.986 3.079 0.739
H 2.060 1.655 0.347
H 3.961 2.116 2.679
H 3.293 0.551 2.387
H 1.744 3.082 3.015
H 2.114 1.771 4.141
H 0.069 0.893 3.544
H 0.807 0.512 1.966
H 0.065 2.744 1.119
H -0.479 3.130 2.724
H -2.448 2.624 1.549
H -2.173 1.329 2.681
H -0.842 0.362 0.614
H -2.786 1.995 -0.944
H -1.044 1.625 -1.081
H -1.791 -1.204 -3.164
H -2.510 1.056 -3.950
H -0.986 0.441 -4.519
H -0.933 1.677 -3.302
H -3.613 -3.023 -3.615
H -4.163 -1.701 -2.618
H -4.530 -4.564 -1.679
H -5.425 -3.103 -1.220
H -7.747 -4.506 -3.373
H -7.216 -4.519 -1.704
H -7.564 -2.180 -1.465
H -8.913 -2.670 -2.460
H -7.461 -1.903 -3.194
H -1.768 -2.815 1.632
H -1.970 -4.499 0.155
H -4.688 -1.003 0.394
H -4.357 -0.660 2.055
H -4.213 1.868 1.237
H -5.744 1.034 1.328
H -6.755 2.287 -1.038
O 5.997 -2.873 4.674
S 5.062 -1.852 5.033
O 4.855 -0.733 4.163
O 5.395 -1.339 6.495
C 6.737 -0.867 6.762
C 7.023 0.487 6.144
C 3.501 -2.574 5.403
H 7.456 -1.618 6.433
H 6.801 -0.805 7.846
H 7.009 0.441 5.057
H 8.007 0.836 6.456
H 6.274 1.216 6.453
H 3.647 -3.411 6.080
H 3.082 -2.917 4.459
H 2.861 -1.815 5.845
O -0.243 6.221 -6.039
S -1.643 6.166 -6.321
O -2.493 7.255 -5.963
O -2.225 4.819 -5.687
C -1.993 4.597 -4.285
C -2.847 5.481 -3.396
C -1.905 5.759 -8.011
H -0.930 4.720 -4.064
H -2.246 3.553 -4.109
H -2.585 6.531 -3.509
H -2.706 5.209 -2.348
H -3.901 5.377 -3.652
H -1.281 4.911 -8.275
H -1.621 6.636 -8.589
H -2.958 5.537 -8.159
*
```

---

Record 4
Here is a 9-piece molecular cluster, C32H68O16S2 overall from OMol25. Energies are from ωB97M-V/def2-TZVPD.

Computed properties:
Total energy ... -88712.2554 eV
E_HOMO ... -0.3371 hartree
Gap between HOMO and LUMO ... 9.022 eV
F_max ... 0.1032 Eh/bohr

```
! wB97M-V def2-TZVPD RIJCOSX def2/J DEFGRID3
* xyz 0 1
C -0.128 -0.235 0.095
S 0.429 -1.000 1.645
O -0.849 -1.605 2.118
C 1.329 -2.415 0.813
H -0.927 -0.848 -0.322
H 0.739 -0.332 -0.559
H -0.657 0.713 0.188
H 0.629 -3.037 0.256
H 1.781 -3.119 1.513
H 2.066 -2.113 0.069
C -0.980 -7.376 -4.930
S -0.089 -6.088 -3.811
O 0.387 -6.766 -2.485
C 1.356 -5.866 -5.007
H -1.585 -6.783 -5.616
H -1.652 -7.993 -4.333
H -0.336 -8.017 -5.532
H 2.031 -5.056 -4.729
H 0.995 -5.581 -5.995
H 1.797 -6.862 -5.038
O 6.148 -7.368 7.998
C 6.805 -6.311 7.974
O 6.930 -5.497 6.925
C 5.906 -5.444 6.062
C 6.399 -4.457 5.073
C 7.683 -5.848 9.099
H 5.030 -5.010 6.545
H 5.719 -6.402 5.578
H 7.402 -4.696 4.721
H 6.290 -3.471 5.526
H 5.766 -4.313 4.197
H 7.556 -6.503 9.960
H 7.408 -4.836 9.398
H 8.749 -5.904 8.878
O -7.864 7.894 -2.808
C -7.556 7.448 -3.845
O -6.572 6.616 -4.088
C -5.769 6.274 -2.924
C -4.691 5.312 -3.330
C -8.322 7.654 -5.025
H -6.405 5.707 -2.245
H -5.297 7.123 -2.429
H -3.910 5.930 -3.771
H -4.864 4.468 -3.997
H -4.252 5.100 -2.355
H -7.961 8.575 -5.483
H -9.341 7.795 -4.664
H -8.417 6.909 -5.816
O -0.340 6.129 3.562
C -0.150 4.950 3.440
O 0.990 4.306 3.249
C 2.235 5.021 3.077
C 3.288 3.973 3.418
C -1.299 4.078 3.460
H 2.212 5.927 3.683
H 2.454 5.147 2.017
H 2.995 3.047 2.924
H 3.449 3.748 4.473
H 4.253 4.272 3.009
H -1.892 4.108 2.546
H -1.943 4.535 4.212
H -1.085 3.064 3.798
O 8.001 -0.453 2.225
C 8.535 0.243 1.366
O 8.148 0.242 0.100
C 7.075 -0.645 -0.301
C 7.223 -2.147 -0.199
C 9.600 1.292 1.581
H 7.044 -0.632 -1.391
H 6.218 -0.196 0.200
H 7.575 -2.544 0.753
H 8.069 -2.499 -0.790
H 6.393 -2.635 -0.711
H 9.692 1.509 2.645
H 9.013 2.077 1.103
H 10.549 1.171 1.059
O -10.069 -1.985 6.073
C -9.182 -2.089 6.950
O -7.938 -2.729 6.872
C -7.542 -3.428 5.696
C -6.803 -2.395 4.830
C -9.310 -1.464 8.298
H -8.322 -3.930 5.123
H -6.808 -4.204 5.914
H -7.378 -1.478 4.703
H -6.376 -2.770 3.900
H -5.794 -2.172 5.176
H -9.175 -0.382 8.280
H -8.523 -1.866 8.935
H -10.323 -1.667 8.644
O -6.530 -0.647 -5.116
C -5.753 -0.668 -4.207
O -5.911 -0.308 -2.950
C -7.132 0.240 -2.559
C -7.129 0.610 -1.050
C -4.382 -1.202 -4.489
H -7.762 -0.644 -2.654
H -7.487 1.102 -3.124
H -6.566 1.529 -0.889
H -6.665 -0.223 -0.521
H -8.155 0.771 -0.719
H -3.725 -0.929 -3.664
H -4.052 -0.615 -5.347
H -4.301 -2.268 -4.705
O 2.280 2.650 -6.958
C 3.504 2.376 -6.724
O 4.592 2.937 -7.325
C 4.367 3.940 -8.320
C 5.588 4.154 -9.204
C 3.984 1.455 -5.599
H 4.116 4.883 -7.834
H 3.528 3.734 -8.984
H 5.935 3.232 -9.670
H 6.420 4.613 -8.670
H 5.424 4.765 -10.093
H 3.247 0.652 -5.577
H 3.967 2.022 -4.668
H 4.933 0.949 -5.775
*
```